1.
Formula: C18H29IO10S3
Source: OMol25
Level of theory: wB97M-V/def2-TZVPD

Structure (ORCA input):
```
! wB97M-V def2-TZVPD RIJCOSX def2/J DEFGRID3
* xyz 0 1
C -1.928 3.203 -0.682
C -2.119 1.760 -0.196
C -1.681 0.643 -1.154
I 0.242 1.002 -2.043
C -1.682 -0.668 -0.460
C -2.517 -1.697 -0.605
C -3.684 -1.903 -1.508
C -5.027 -1.989 -0.758
C -5.194 -0.913 0.308
S -6.772 -1.036 1.136
O -7.195 -2.393 1.157
O -6.711 -0.248 2.325
O -7.752 -0.315 0.101
C -2.098 -2.763 0.352
O -2.522 -3.865 0.470
O -1.064 -2.274 1.124
C -0.723 -1.022 0.636
O 0.193 -0.412 1.080
H -2.844 3.776 -0.532
H -1.686 3.254 -1.742
H -1.146 3.703 -0.115
H -3.177 1.574 0.018
H -1.590 1.610 0.748
H -2.353 0.578 -2.006
H -3.539 -2.858 -2.018
H -3.714 -1.116 -2.262
H -5.150 -2.974 -0.310
H -5.828 -1.876 -1.490
H -4.454 -0.963 1.108
H -5.167 0.083 -0.137
H -7.637 0.643 0.153
C 4.741 1.321 -4.782
C 4.616 0.972 -3.292
C 4.729 2.283 -2.505
S 4.111 3.574 -3.598
O 5.189 4.474 -3.916
O 2.860 4.082 -3.098
C 3.815 2.510 -5.011
H 4.470 0.480 -5.419
H 5.769 1.602 -5.016
H 3.644 0.509 -3.105
H 5.380 0.264 -2.977
H 4.130 2.293 -1.597
H 5.761 2.535 -2.270
H 4.021 3.076 -5.916
H 2.765 2.218 -4.980
C 1.426 -1.582 4.059
C 2.397 -2.770 4.088
C 3.810 -2.207 3.900
S 3.773 -0.535 4.568
O 4.003 0.396 3.492
O 4.568 -0.464 5.767
C 2.030 -0.527 4.979
H 0.427 -1.871 4.384
H 1.347 -1.188 3.045
H 2.328 -3.280 5.052
H 2.163 -3.499 3.314
H 4.574 -2.766 4.434
H 4.081 -2.119 2.849
H 1.646 0.479 4.824
H 1.946 -0.804 6.030
*
```

Computed properties:
E_HOMO = -9.989 eV
SMILES = CC[C@@H](I)C1=C(CCCS(=O)(=O)O)C(=O)OC1=O.O=S1(=O)CCCC1.O=S1(=O)CCCC1
E_tot = -2947.92977 Eh
LUMO = -1.34 eV

2.
Formula: C21H17BrF4N2O2PSTl
Source: OMol25
Level of theory: wB97M-V/def2-TZVPD

Structure (ORCA input):
```
! wB97M-V def2-TZVPD RIJCOSX def2/J DEFGRID3
* xyz 0 1
Tl -0.402 0.911 -1.257
F 3.595 -0.381 5.709
C 3.491 -0.248 4.395
C 4.588 -0.460 3.583
F 5.756 -0.802 4.114
C 4.453 -0.318 2.215
F 5.536 -0.539 1.473
C 3.248 0.020 1.605
P 3.129 0.196 -0.235
C 3.859 -1.381 -0.804
C 4.422 -1.417 -2.080
C 4.898 -2.608 -2.603
C 4.787 -3.782 -1.871
C 4.179 -3.762 -0.625
C 3.709 -2.570 -0.096
C 4.475 1.420 -0.504
C 4.072 2.753 -0.474
C 5.000 3.769 -0.648
C 6.333 3.464 -0.874
C 6.733 2.136 -0.927
C 5.813 1.116 -0.745
C 2.143 0.216 2.448
Br 0.366 0.580 1.849
C 2.278 0.088 3.823
F 1.231 0.274 4.625
H 4.489 -0.506 -2.663
H 5.351 -2.624 -3.586
H 5.152 -4.714 -2.281
H 4.063 -4.681 -0.066
H 3.225 -2.571 0.874
H 3.026 2.986 -0.332
H 4.673 4.801 -0.623
H 7.060 4.254 -1.010
H 7.773 1.890 -1.101
H 6.149 0.090 -0.783
C -5.755 2.309 0.561
N -4.326 2.087 0.406
C -3.448 3.240 0.308
C -3.857 0.848 0.259
O -2.689 0.510 0.062
H -5.924 3.331 0.887
H -6.170 1.630 1.306
H -6.287 2.152 -0.381
H -3.663 3.957 1.099
H -3.556 3.747 -0.651
H -2.418 2.914 0.392
H -4.652 0.089 0.339
O -1.366 5.357 -0.391
S -0.084 4.636 -0.438
N -0.083 3.168 -0.607
*
```

Computed properties:
E_HOMO = -8.237 eV
E_tot = -4955.89298 Eh
LUMO = 0.20 eV

3.
Formula: C21H27F6N3O24
Source: OMol25
Level of theory: wB97M-V/def2-TZVPD

Structure (ORCA input):
```
! wB97M-V def2-TZVPD RIJCOSX def2/J DEFGRID3
* xyz -1 2
C 4.025 3.640 -2.302
C 3.415 3.682 -0.929
O 3.442 2.312 -0.505
C 3.615 1.546 -1.467
O 3.408 0.369 -1.536
O 4.010 2.270 -2.554
F 2.140 4.134 -1.009
H 5.083 3.895 -2.368
H 3.523 4.193 -3.096
H 3.974 4.275 -0.205
C -1.208 1.638 -4.046
C 0.134 1.245 -3.561
O 0.807 2.361 -3.138
C 0.111 3.446 -3.537
O 0.390 4.630 -3.325
O -1.036 3.071 -4.144
F 0.708 0.604 -4.610
H -1.837 1.373 -3.196
H -1.478 1.140 -4.977
H 0.125 0.529 -2.739
C -1.854 -3.480 3.210
C -2.132 -2.132 3.848
O -2.915 -2.517 4.923
C -3.355 -3.692 4.845
O -4.229 -4.177 5.557
O -2.803 -4.271 3.748
F -2.862 -1.274 3.091
H -0.829 -3.775 3.433
H -1.990 -3.573 2.132
H -1.214 -1.637 4.165
C -4.774 -2.692 -1.102
C -3.646 -3.697 -1.238
O -2.866 -3.153 -2.151
C -3.136 -1.826 -2.346
O -2.434 -1.123 -2.997
O -4.344 -1.597 -1.825
F -4.045 -4.886 -1.680
H -5.184 -2.451 -0.121
H -5.608 -3.146 -1.637
H -3.056 -3.861 -0.336
C -4.392 1.793 -0.814
C -4.095 1.876 0.583
O -2.998 1.050 0.731
C -2.214 1.164 -0.336
O -1.031 0.790 -0.448
O -3.000 1.712 -1.294
F -5.122 1.440 1.166
H -4.939 2.683 -1.126
H -4.864 0.848 -1.083
H -3.914 2.915 0.861
C 0.150 1.754 2.745
C 0.380 2.635 1.618
O 1.025 3.800 2.137
C 0.833 3.777 3.526
O 1.056 4.733 4.275
O 0.333 2.570 3.871
F -0.831 2.953 1.232
H 0.842 0.919 2.854
H -0.835 1.290 2.681
H 0.898 2.130 0.802
C 5.527 0.363 3.360
N 4.162 0.767 2.848
O 3.914 0.425 1.719
O 3.428 1.478 3.574
H 5.817 -0.581 2.900
H 5.632 0.513 4.435
H 6.187 1.125 2.946
C 1.301 -1.259 -0.030
N 0.058 -1.492 0.703
O -0.042 -0.993 1.809
O -0.849 -2.151 0.269
H 1.773 -2.239 0.037
H 1.986 -0.543 0.423
H 1.013 -0.996 -1.049
C 3.421 -3.592 -3.028
N 2.976 -4.747 -2.117
O 2.524 -4.449 -0.960
O 3.294 -5.877 -2.485
H 4.361 -3.191 -2.648
H 2.663 -2.818 -2.915
H 3.498 -3.970 -4.048
*
```

Computed properties:
<S²> = 0.75
E_HOMO (alpha / beta) = -0.586 / -4.056 eV
E_tot = -3385.36500 Eh
LUMO (alpha / beta) = 1.52 / 1.53 eV

4.
Formula: C2H4N3O
Source: OMol25
Level of theory: wB97M-V/def2-TZVPD

Structure (ORCA input):
```
! wB97M-V def2-TZVPD RIJCOSX def2/J DEFGRID3
* xyz 1 1
C 0.681 -0.828 0.509
C -1.300 0.475 -0.028
N 1.990 -0.792 0.219
N 2.415 0.126 -0.374
N 0.086 0.199 -0.103
O 0.853 0.960 -0.746
H 0.040 -1.692 0.867
H -1.774 0.241 -1.085
H -1.646 -0.203 0.775
H -1.344 1.514 -0.034
*
```

Computed properties:
E_HOMO = -16.767 eV
E_tot = -317.67904 Eh
LUMO = -6.64 eV

5.
Formula: C4H7N2
Source: OMol25
Level of theory: wB97M-V/def2-TZVPD

Structure (ORCA input):
```
! wB97M-V def2-TZVPD RIJCOSX def2/J DEFGRID3
* xyz 1 1
C 0.593 1.201 0.193
C -0.677 0.875 -0.461
C -0.566 -0.805 -0.434
C 1.118 0.109 -0.622
N -1.489 -0.079 0.200
N 0.742 -1.101 0.188
H 0.938 2.099 -0.051
H 0.495 1.019 1.283
H -1.105 1.329 -1.251
H -0.757 -1.603 -1.277
H -1.376 -0.015 1.187
H 0.960 -1.030 1.150
H 1.125 -1.998 -0.106
*
```

Computed properties:
E_HOMO = -14.478 eV
E_tot = -265.65783 Eh
LUMO = -3.47 eV

6.
Formula: C24H27AuFOS4
Source: OMol25
Level of theory: wB97M-V/def2-TZVPD

Structure (ORCA input):
```
! wB97M-V def2-TZVPD RIJCOSX def2/J DEFGRID3
* xyz 1 3
Au -0.030 0.608 -0.344
C -0.037 5.081 -1.810
C 0.802 4.589 -0.631
S 0.684 2.790 -0.344
C -0.012 2.774 1.334
C -1.513 2.859 1.181
S -1.873 1.942 -0.344
C -3.160 3.007 -1.067
C -2.620 3.998 -2.099
S -1.776 5.450 -1.378
H 0.032 4.416 -2.678
H 0.380 6.042 -2.133
H 0.587 5.157 0.281
H 1.856 4.774 -0.867
H 0.391 3.574 1.963
H 0.268 1.823 1.801
H -1.835 3.901 1.115
H -2.025 2.402 2.033
H -3.743 3.503 -0.284
H -3.851 2.330 -1.582
H -3.477 4.405 -2.648
H -1.992 3.500 -2.846
F -4.967 -2.980 -0.344
C -3.883 -2.192 -0.344
C -3.378 -1.723 0.864
C -2.249 -0.903 0.863
C -1.639 -0.561 -0.344
C -2.152 -1.037 -1.551
C -3.281 -1.857 -1.552
H -3.864 -1.998 1.794
H -1.841 -0.527 1.796
H -1.669 -0.764 -2.485
H -3.692 -2.235 -2.482
O 1.115 -1.052 -1.682
S 0.681 -1.582 -0.344
C 1.200 -3.319 -0.320
C 0.668 -4.187 0.642
C 1.052 -5.530 0.667
C 1.962 -6.013 -0.273
C 2.486 -5.158 -1.241
C 2.104 -3.816 -1.267
C 1.968 -1.060 0.823
C 3.209 -0.597 0.370
C 4.185 -0.191 1.281
C 3.923 -0.238 2.650
C 2.685 -0.686 3.109
C 1.708 -1.093 2.199
H -0.048 -3.828 1.376
H 0.639 -6.200 1.417
H 2.259 -7.059 -0.254
H 3.191 -5.535 -1.977
H 2.514 -3.158 -2.031
H 3.420 -0.551 -0.696
H 5.147 0.164 0.922
H 4.684 0.080 3.359
H 2.482 -0.715 4.177
H 0.745 -1.432 2.573
H 1.586 0.608 -0.344
*
```

Computed properties:
<S²> = 2.02
E_HOMO (alpha / beta) = -10.355 / -10.160 eV
E_tot = -2833.65063 Eh
LUMO (alpha / beta) = -2.87 / -6.05 eV